3 unconnected molecules or ions with the total composition C4H7NO2 in a non-equilibrium geometry, computed with ωB97M-V with the def2-TZVPD basis set.

The value obtained for the total energy is -361.7798 Eh. For the energy above the lowest of the compared OMol25 structures with the same formula, charge and spin, the calculation gives 265.21 kJ/mol. The calculation puts the LUMO energy at 0.729 eV. For the maximum force, the calculation gives 1.20 eV Å⁻¹.

Last column: Löwdin charge in e.
Element x y z (Å)
C 2.2951 0.2974 -1.0840  -0.07
C 1.1713 -0.6215 -1.2334  -0.26
N 0.2930 -1.3599 -1.3790  0.14
H 2.4505 0.5133 -0.0260  0.07
H 3.1905 -0.1553 -1.5153  0.08
H 2.0745 1.2324 -1.6045  0.09
C -0.6066 0.9031 1.6939  -0.14
O 0.5294 0.7959 1.2988  -0.02
H -1.0309 0.2332 2.4626  0.09
H -1.2967 1.6685 1.2934  0.09
C -2.2678 -0.8867 0.0210  -0.17
O -3.0323 -0.4202 0.8325  -0.03
H -1.3396 -1.4107 0.3088  0.05
H -2.4303 -0.7896 -1.0687  0.08

Cartesian forces (eV/Å) of the 3 atoms listed first:
C 0.1 0.0 0.0
C -0.7 -0.7 -0.2
N 0.9 0.7 0.1